1.
{
  "formula": "C29H63BN6O9S",
  "method": "ωB97M-V/def2-TZVPD",
  "orbital_gap_ev": 8.452,
  "mol_weight_g_mol": 682.74,
  "lumo_ev": -0.56,
  "e_tot_ev": -69973.669,
  "species": ["C", "C", "O", "C", "C", "O", "C", "C", "O", "C", "C", "C", "C", "B", "O", "O", "C", "N", "S", "N", "C", "C", "H", "H", "H", "H", "H", "H", "H", "H", "H", "H", "H", "H", "H", "H", "H", "H", "H", "H", "H", "C", "C", "C", "O", "C", "N", "H", "H", "H", "H", "H", "H", "H", "H", "H", "H", "H", "C", "C", "C", "O", "C", "N", "H", "H", "H", "H", "H", "H", "H", "H", "H", "H", "H", "C", "C", "C", "O", "C", "N", "H", "H", "H", "H", "H", "H", "H", "H", "H", "H", "H", "C", "C", "C", "O", "C", "N", "H", "H", "H", "H", "H", "H", "H", "H", "H", "H", "H"],
  "positions_angstrom": [[-8.611, 1.917, 4.258], [-7.450, 0.943, 4.201], [-6.287, 1.652, 3.825], [-5.271, 0.886, 3.195], [-4.098, 0.769, 4.149], [-3.098, -0.037, 3.545], [-1.791, 0.348, 3.967], [-0.842, -0.794, 3.659], [0.464, -0.254, 3.509], [1.299, -1.102, 2.749], [2.720, -0.652, 2.883], [3.399, -0.826, 4.136], [4.693, -0.457, 4.330], [5.471, -0.650, 5.697], [5.555, 0.332, 6.636], [6.078, -1.856, 5.976], [5.355, 0.126, 3.217], [6.632, 0.544, 3.208], [6.899, 1.113, 1.741], [5.481, 0.887, 1.045], [4.693, 0.322, 1.970], [3.347, -0.083, 1.827], [-8.897, 2.229, 3.255], [-9.470, 1.473, 4.759], [-8.305, 2.796, 4.825], [-7.322, 0.478, 5.185], [-7.671, 0.150, 3.480], [-4.949, 1.448, 2.317], [-5.641, -0.093, 2.888], [-3.708, 1.777, 4.317], [-4.411, 0.332, 5.101], [-1.789, 0.548, 5.041], [-1.482, 1.236, 3.410], [-1.141, -1.311, 2.747], [-0.832, -1.532, 4.468], [1.000, -1.103, 1.694], [1.207, -2.135, 3.113], [2.842, -1.279, 4.949], [5.533, 1.212, 6.248], [5.470, -2.592, 5.869], [2.835, 0.062, 0.884], [-1.189, -1.518, -2.495], [-1.168, -2.901, -1.851], [-2.253, -3.104, -0.784], [-2.003, -2.456, 0.445], [-2.357, -1.081, 0.478], [0.179, -3.170, -1.339], [-0.745, -0.762, -1.846], [-0.607, -1.525, -3.417], [-2.204, -1.199, -2.740], [-1.372, -3.635, -2.638], [-2.305, -4.171, -0.550], [-3.238, -2.807, -1.171], [-3.255, -0.884, -0.117], [-1.533, -0.462, 0.122], [-2.543, -0.799, 1.509], [0.236, -4.132, -1.019], [0.308, -2.611, -0.500], [-1.056, 3.667, -0.267], [0.218, 3.080, 0.332], [1.452, 3.206, -0.571], [1.486, 2.293, -1.649], [0.733, 2.656, -2.790], [-0.039, 1.690, 0.716], [-1.484, 3.012, -1.026], [-1.809, 3.795, 0.510], [-0.869, 4.642, -0.721], [0.443, 3.641, 1.244], [2.337, 2.975, 0.028], [1.567, 4.235, -0.937], [0.745, 3.739, -2.946], [-0.302, 2.313, -2.721], [1.194, 2.172, -3.650], [0.765, 1.327, 1.223], [-0.067, 1.144, -0.142], [7.055, 0.058, -3.688], [7.295, 0.142, -2.184], [8.593, 0.866, -1.800], [9.774, 0.114, -1.988], [10.286, 0.104, -3.306], [7.215, -1.205, -1.614], [7.674, -0.709, -4.153], [6.016, -0.203, -3.884], [7.264, 1.012, -4.177], [6.477, 0.727, -1.752], [8.552, 1.076, -0.728], [8.672, 1.833, -2.315], [10.117, 1.063, -3.805], [9.848, -0.696, -3.907], [11.359, -0.071, -3.237], [7.243, -1.148, -0.600], [8.065, -1.704, -1.866], [-4.416, -1.967, -5.012], [-5.138, -1.538, -3.738], [-6.667, -1.562, -3.848], [-7.225, -0.491, -4.581], [-7.224, -0.645, -5.987], [-4.626, -0.229, -3.322], [-4.418, -1.176, -5.762], [-3.374, -2.197, -4.791], [-4.875, -2.856, -5.449], [-4.875, -2.257, -2.955], [-7.081, -1.469, -2.841], [-7.015, -2.521, -4.255], [-7.378, -1.690, -6.272], [-6.296, -0.284, -6.435], [-8.047, -0.050, -6.381], [-5.009, 0.008, -2.411], [-5.010, 0.473, -3.948]],
  "forces_ev_per_angstrom": [[0.2, 0.1, 0.0], [-0.3, 0.0, 0.2], [-0.1, -0.1, -0.3], [-0.1, 0.4, 0.3], [0.1, -0.2, -0.4], [0.1, 0.1, 0.4], [-0.2, -0.3, -0.2], [0.3, 0.0, 0.0], [0.0, 0.0, 0.0], [0.0, -0.2, 0.2], [-0.1, 0.0, 0.2], [-0.2, -0.1, -0.1], [0.0, 0.1, 0.4], [0.1, -0.3, -0.1], [0.6, 0.1, -0.3], [-0.6, 0.2, 0.7], [0.2, 0.1, -0.1], [-0.1, 0.0, 0.1], [0.3, 0.2, -0.1], [-0.2, -0.1, -0.1], [0.2, 0.0, 0.1], [-0.1, 0.1, -0.4], [0.0, 0.1, 0.0], [0.0, -0.1, 0.0], [-0.1, 0.0, 0.0], [0.1, -0.1, 0.0], [0.1, -0.1, 0.0], [0.0, -0.2, -0.1], [0.0, -0.1, 0.0], [0.0, 0.0, 0.2], [0.0, 0.1, 0.1], [0.0, 0.2, 0.0], [0.1, 0.1, 0.1], [-0.1, 0.1, 0.0], [-0.1, 0.0, 0.0], [-0.1, 0.0, 0.0], [0.0, 0.0, 0.0], [-0.1, 0.0, 0.0], [-0.4, 0.1, 0.1], [0.3, -0.2, -0.4], [0.0, 0.0, -0.1], [-0.1, 0.0, -0.2], [0.1, 0.2, 0.1], [0.0, -0.2, -0.1], [-0.1, 0.1, 0.1], [0.2, 0.0, 0.0], [-0.1, -0.1, 0.1], [0.0, 0.0, 0.1], [0.1, 0.0, 0.0], [0.0, 0.0, 0.0], [0.0, 0.0, 0.0], [0.0, 0.0, 0.0], [0.0, 0.0, 0.0], [0.0, 0.0, -0.1], [-0.1, 0.1, -0.1], [-0.2, -0.1, -0.1], [0.0, 0.0, -0.1], [0.0, 0.1, 0.0], [0.0, 0.1, 0.0], [-0.1, 0.0, -0.1], [0.1, 0.0, 0.1], [0.0, 0.0, 0.0], [0.0, -0.1, 0.0], [0.2, 0.0, 0.0], [0.0, 0.0, 0.0], [0.0, 0.0, 0.0], [0.0, 0.0, 0.0], [0.1, 0.0, 0.0], [0.0, 0.0, 0.0], [-0.1, 0.0, 0.0], [0.0, 0.0, 0.0], [0.0, 0.1, 0.0], [0.0, 0.0, 0.0], [-0.1, 0.0, 0.2], [0.0, 0.0, 0.0], [-0.1, 0.0, 0.0], [0.1, -0.1, -0.1], [-0.1, 0.1, 0.1], [0.0, 0.0, -0.1], [0.1, 0.0, 0.1], [0.1, 0.1, 0.1], [0.0, 0.0, 0.0], [0.0, 0.0, 0.0], [0.0, 0.0, 0.0], [0.0, 0.0, 0.0], [0.1, 0.0, 0.0], [0.0, 0.0, -0.1], [0.0, 0.0, 0.0], [0.0, 0.0, 0.0], [0.0, 0.0, 0.0], [-0.1, 0.0, 0.0], [0.0, 0.0, 0.0], [0.0, -0.1, 0.0], [0.1, 0.1, -0.2], [0.0, -0.1, 0.2], [0.0, 0.0, -0.1], [-0.1, 0.1, 0.0], [-0.1, 0.0, 0.1], [0.0, 0.0, 0.0], [0.0, 0.0, 0.0], [0.0, 0.0, 0.0], [-0.1, 0.0, 0.0], [0.0, 0.0, 0.0], [0.1, 0.0, 0.0], [0.0, 0.0, 0.0], [0.0, -0.1, 0.0], [0.0, 0.0, 0.0], [0.1, 0.0, 0.0], [0.1, 0.0, -0.1]],
  "lowdin_charge": [-0.076, -0.290, -0.151, -0.183, -0.188, -0.163, -0.172, -0.172, -0.126, -0.187, -0.172, 0.032, -0.033, -0.613, 0.196, 0.172, -0.317, -0.211, 1.018, -0.215, -0.335, 0.035, 0.075, 0.073, 0.077, 0.117, 0.113, 0.129, 0.124, 0.129, 0.133, 0.128, 0.126, 0.099, 0.134, 0.118, 0.137, 0.131, 0.110, 0.105, 0.123, -0.064, -0.426, -0.208, -0.184, -0.083, 0.044, 0.056, 0.079, 0.051, 0.133, 0.122, 0.106, 0.092, 0.058, 0.058, 0.071, 0.057, -0.065, -0.421, -0.207, -0.191, -0.104, 0.067, 0.065, 0.073, 0.078, 0.137, 0.119, 0.121, 0.090, 0.074, 0.088, 0.055, 0.056, -0.069, -0.440, -0.214, -0.186, -0.108, 0.047, 0.064, 0.076, 0.077, 0.121, 0.082, 0.122, 0.090, 0.075, 0.086, 0.052, 0.070, -0.061, -0.435, -0.210, -0.187, -0.106, 0.045, 0.068, 0.066, 0.080, 0.122, 0.122, 0.121, 0.090, 0.075, 0.087, 0.073, 0.073]
}


2.
{
  "formula": "C29H63Cl2F5NO18PbS2",
  "method": "ωB97M-V/def2-TZVPD",
  "charge": 1,
  "orbital_gap_ev": 8.481,
  "mol_weight_g_mol": 1151.04,
  "lumo_ev": -2.37,
  "e_tot_ev": -134977.107,
  "species": ["Pb", "N", "S", "O", "O", "F", "S", "O", "O", "F", "C", "O", "C", "C", "O", "C", "C", "O", "C", "H", "H", "H", "H", "H", "H", "H", "H", "H", "H", "H", "H", "H", "H", "C", "O", "C", "C", "O", "C", "C", "O", "C", "H", "H", "H", "H", "H", "H", "H", "H", "H", "H", "H", "H", "H", "H", "C", "O", "C", "C", "O", "C", "C", "O", "C", "H", "H", "H", "H", "H", "H", "H", "H", "H", "H", "H", "H", "H", "H", "C", "O", "C", "C", "O", "C", "C", "O", "C", "H", "H", "H", "H", "H", "H", "H", "H", "H", "H", "H", "H", "H", "H", "C", "C", "O", "C", "O", "C", "F", "F", "F", "H", "H", "H", "H", "H", "C", "Cl", "Cl", "H", "H"],
  "positions_angstrom": [[0.697, -1.452, -1.687], [-1.114, -1.269, -0.167], [-1.535, -2.823, -0.013], [-1.450, -3.178, 1.376], [-0.909, -3.523, -1.097], [-3.031, -2.934, -0.356], [-1.730, -0.037, 0.838], [-0.713, 0.497, 1.699], [-2.942, -0.590, 1.261], [-1.911, 0.951, -0.352], [-3.206, -0.455, 8.838], [-2.224, -1.340, 8.341], [-2.756, -2.644, 8.025], [-1.690, -3.591, 7.514], [-1.116, -2.975, 6.352], [0.242, -3.180, 6.100], [0.652, -4.565, 5.606], [0.420, -5.505, 6.686], [1.531, -6.189, 7.133], [-3.964, -0.242, 8.106], [-2.686, 0.525, 9.046], [-3.662, -0.940, 9.694], [-3.541, -2.555, 7.249], [-3.208, -3.082, 8.908], [-2.121, -4.540, 7.236], [-0.880, -3.805, 8.254], [0.821, -3.087, 7.047], [0.580, -2.394, 5.456], [1.659, -4.580, 5.306], [0.047, -4.797, 4.738], [1.196, -6.775, 7.945], [2.281, -5.460, 7.497], [1.970, -6.900, 6.395], [-0.721, 4.415, -5.805], [-1.410, 3.516, -4.910], [-2.671, 3.981, -4.566], [-3.473, 2.859, -3.893], [-3.279, 2.578, -2.532], [-3.866, 3.599, -1.744], [-3.714, 3.261, -0.284], [-2.462, 3.549, 0.192], [-2.274, 3.263, 1.568], [-0.622, 5.435, -5.364], [-1.294, 4.342, -6.742], [0.251, 3.992, -5.990], [-3.200, 4.364, -5.474], [-2.649, 4.855, -3.899], [-3.093, 1.994, -4.490], [-4.520, 3.003, -4.095], [-4.900, 3.621, -2.103], [-3.351, 4.582, -1.990], [-3.942, 2.179, -0.126], [-4.468, 3.886, 0.158], [-1.254, 3.437, 1.818], [-2.634, 2.253, 1.832], [-2.826, 4.046, 2.164], [2.218, -0.724, 1.751], [2.196, -0.279, 0.343], [2.379, 1.075, 0.253], [2.282, 1.429, -1.160], [1.074, 0.931, -1.753], [0.830, 1.291, -3.179], [-0.552, 0.981, -3.532], [-0.795, -0.418, -3.445], [-2.077, -0.820, -3.933], [1.215, -0.722, 2.229], [2.910, -0.052, 2.272], [2.644, -1.750, 1.862], [3.355, 1.435, 0.608], [1.587, 1.524, 0.831], [3.113, 1.129, -1.770], [2.188, 2.489, -1.212], [1.577, 0.773, -3.751], [0.934, 2.379, -3.287], [-0.780, 1.370, -4.507], [-1.215, 1.598, -2.802], [-2.152, -0.626, -4.980], [-2.851, -0.227, -3.386], [-2.134, -1.917, -3.773], [0.256, 4.464, -1.394], [1.262, 4.258, -2.367], [2.123, 5.373, -2.469], [3.272, 4.943, -3.357], [4.104, 3.983, -2.665], [5.318, 3.588, -3.149], [5.140, 2.355, -3.993], [4.601, 2.668, -5.267], [5.562, 3.147, -6.182], [-0.351, 5.370, -1.554], [0.683, 4.645, -0.384], [-0.423, 3.638, -1.427], [2.471, 5.562, -1.394], [1.701, 6.230, -2.895], [3.944, 5.795, -3.522], [2.897, 4.488, -4.289], [5.981, 3.371, -2.365], [5.742, 4.383, -3.742], [4.460, 1.698, -3.445], [6.061, 1.777, -4.184], [5.644, 2.485, -7.025], [6.510, 3.161, -5.672], [5.204, 4.114, -6.525], [-1.041, -8.092, -1.739], [-0.204, -7.162, -2.492], [0.721, -6.640, -1.517], [1.257, -5.471, -1.736], [1.046, -4.625, -2.570], [2.100, -5.063, -0.462], [3.176, -4.322, -0.954], [1.303, -4.315, 0.292], [2.652, -5.966, 0.281], [-1.645, -7.575, -1.081], [-0.464, -8.911, -1.259], [-1.769, -8.701, -2.327], [-0.743, -6.337, -2.934], [0.398, -7.659, -3.295], [-1.989, -0.364, 4.956], [-1.275, 1.286, 4.542], [-3.731, -0.354, 4.869], [-1.531, -1.120, 4.374], [-1.705, -0.550, 5.941]],
  "forces_ev_per_angstrom": [[0.1, 0.1, 0.3], [0.5, 0.2, -0.6], [-0.3, 1.4, 2.9], [0.2, -0.6, -1.4], [0.3, 0.1, 0.1], [-0.6, 0.3, -0.3], [2.9, -2.5, -1.4], [-1.2, -0.3, -1.2], [-1.6, 0.9, 0.9], [-0.2, 0.2, 0.6], [1.1, 0.5, 0.1], [0.2, -1.0, -0.7], [0.0, 0.7, -0.3], [1.2, 0.9, 0.2], [-0.3, -0.2, -0.3], [1.0, -0.8, 1.8], [-1.9, 0.0, 1.0], [-1.1, 0.9, -1.6], [1.3, 0.2, -0.5], [-0.5, 0.0, -0.5], [-0.6, -1.2, 0.2], [-0.2, 0.5, 0.5], [0.2, 0.1, 0.2], [-0.2, -0.1, 0.4], [-0.3, -0.4, 0.0], [-0.6, 0.3, -0.4], [-0.3, 0.3, -0.2], [0.1, 0.4, -0.7], [1.5, 0.1, -0.3], [-0.3, -0.5, -0.2], [-0.2, -0.7, 1.1], [0.1, -0.5, -0.2], [-0.1, 0.6, 0.1], [-0.9, -0.5, 0.4], [1.2, 0.3, 0.0], [-1.2, 0.9, 0.4], [1.2, -0.9, -1.7], [0.8, 0.2, -0.4], [1.1, 0.3, -0.7], [-1.2, -0.7, -0.7], [1.6, 0.3, 0.0], [-1.8, 1.2, 0.2], [-0.2, -0.6, -0.5], [0.3, 0.8, 0.1], [0.4, -0.1, 0.1], [0.1, -0.6, 0.4], [0.4, 0.1, 0.0], [-0.7, 0.1, 0.7], [-0.7, 0.1, -0.1], [-0.3, 0.4, 0.7], [-0.7, -0.9, 0.6], [-0.2, 0.7, -0.1], [-0.6, 0.2, 1.0], [0.9, -0.4, 0.0], [0.2, 0.5, 0.1], [0.1, -1.0, -0.3], [0.3, -0.5, 0.0], [0.1, -3.1, 1.6], [-0.2, 0.7, 0.3], [-0.7, 1.1, -1.4], [-1.1, -0.5, -0.6], [1.1, 0.9, 1.3], [-1.8, 0.9, 1.7], [0.5, -0.2, 0.1], [-0.3, -0.2, 1.4], [0.6, 0.3, -0.6], [-0.3, -0.1, 0.1], [-0.3, 0.7, -0.6], [-0.1, -0.3, 0.2], [-0.3, 0.7, 0.2], [0.7, -0.4, -0.1], [0.4, 1.0, -0.3], [0.4, -0.3, -0.6], [0.3, -0.3, 0.1], [0.0, 0.0, -0.6], [0.7, -1.3, -1.1], [0.0, 0.2, -0.8], [0.4, -0.8, -0.4], [-0.3, 0.8, 0.1], [0.0, 1.0, 0.4], [-0.8, 0.5, -0.1], [2.0, -2.2, 2.0], [1.5, -0.4, 0.4], [-2.5, 0.5, 1.7], [-0.1, -0.1, -2.0], [0.6, -0.6, -0.8], [-1.0, -0.6, 0.4], [-0.5, 0.0, 0.4], [0.2, -0.1, -0.4], [0.0, -0.6, -0.3], [-0.3, -0.6, 0.3], [-0.1, 0.3, -1.5], [-1.2, 1.4, -0.5], [-0.4, 0.2, -0.5], [0.1, 0.4, 0.2], [0.8, -0.2, 1.4], [0.5, 0.4, -0.4], [-0.2, 0.0, -0.3], [0.0, 0.3, 0.5], [0.0, -0.4, -0.5], [0.6, 0.6, -0.2], [0.5, 0.3, -0.1], [-0.5, -3.4, -0.9], [1.1, -0.3, -1.6], [0.5, 0.2, -0.4], [0.0, 1.1, 1.4], [0.3, -1.1, -0.1], [1.3, 0.9, -2.2], [-1.3, 0.1, 0.7], [0.2, 0.6, 0.3], [-0.1, -1.3, 0.5], [-1.0, 1.0, 1.9], [-0.1, 0.9, 0.1], [0.6, 0.8, -0.3], [-0.2, 0.2, -0.1], [-0.4, 0.4, 0.6], [0.1, 1.7, -0.3], [-0.4, -1.0, 0.3], [-0.1, -0.1, -0.2], [0.1, -0.5, -1.1], [0.3, -0.1, 1.7]],
  "lowdin_charge": [1.695, -0.410, 0.461, -0.238, -0.369, -0.107, 0.535, -0.294, -0.218, -0.123, -0.110, -0.206, -0.188, -0.159, -0.150, -0.200, -0.158, -0.200, -0.132, 0.061, 0.112, 0.083, 0.123, 0.121, 0.122, 0.140, 0.139, 0.113, 0.102, 0.123, 0.073, 0.099, 0.100, -0.056, -0.225, -0.226, -0.193, -0.160, -0.166, -0.239, -0.200, -0.092, 0.106, 0.097, 0.077, 0.140, 0.117, 0.125, 0.121, 0.133, 0.143, 0.137, 0.126, 0.077, 0.060, 0.117, -0.020, -0.283, -0.241, -0.164, -0.307, -0.135, -0.211, -0.340, -0.037, 0.084, 0.096, 0.103, 0.157, 0.132, 0.124, 0.113, 0.134, 0.128, 0.121, 0.152, 0.089, 0.114, 0.110, -0.090, -0.235, -0.184, -0.131, -0.141, -0.223, -0.194, -0.200, -0.090, 0.101, 0.105, 0.067, 0.158, 0.108, 0.135, 0.131, 0.117, 0.125, 0.107, 0.131, 0.083, 0.083, 0.093, -0.068, -0.195, 0.056, -0.404, 0.083, -0.530, 0.093, 0.151, 0.220, 0.057, 0.106, 0.107, 0.124, 0.152, -0.951, 0.501, 0.576, 0.012, -0.025]
}


Q: Number 2 is which compound?
A: C29H63Cl2F5NO18PbS2